DFT (ωB97M-V/def2-TZVPD) results for CH4NO3 as an isolated structure in a non-equilibrium geometry.

total charge = +1
relative energy (zero: lowest compared OMol25 entry of this formula, charge and spin) = 130.9 kcal per mole
E_HOMO (alpha / beta) = -16.284 / -16.284 eV

```
9
CH4NO3 (ωB97M-V/def2-TZVPD)
O 2.26210 0.28983 0.08199
O 1.05193 0.71378 0.48025
O 0.46886 -1.29439 -0.64680
N -0.16274 -0.45152 -0.18616
C -1.35765 0.15615 -0.13080
H -1.71569 0.56400 -1.17336
H -1.99039 -0.73974 0.24724
H 2.85578 -0.21565 0.65944
H -1.41220 0.97754 0.66822
```

***

DFT (ωB97M-V/def2-TZVPD) results for C31H39F9NO4SnTe as an isolated structure.

expectation value of S² = 0.76
spin multiplicity = 2
relative energy (zero: lowest compared OMol25 entry of this formula, charge and spin) = 18.0 kcal per mole
E_HOMO (alpha / beta) = -7.175 / -7.600 eV

```
86
C31H39F9NO4SnTe (ωB97M-V/def2-TZVPD)
Te 0.38865 0.82488 -0.97857
Sn -0.15105 -1.72420 2.13014
F 3.47656 -1.54799 3.52320
F 3.84794 0.54068 2.04285
F 4.65582 -2.98357 2.41131
F 2.72556 -3.67605 0.09072
F 5.40242 -0.65221 1.12552
F 2.53343 -3.30155 2.68929
F 2.92992 -1.96542 -1.21176
F 3.91045 0.32645 -0.10273
F 4.68476 -2.82292 -0.28572
O -2.01452 -0.32489 2.50053
O -0.31775 -2.32437 5.30627
O 1.86129 -1.11451 1.11705
O -1.69168 -4.88139 1.88514
N -0.88117 -0.25677 0.57079
C -1.54904 -1.83016 5.84661
C -3.09036 1.14875 -3.70121
C -2.39818 1.62527 1.17735
C -1.35997 -0.83030 -2.81947
C 2.71582 5.96590 -4.25339
C -1.72392 0.29757 1.42108
C 1.59596 4.97639 -2.22320
C 0.53627 4.18857 -0.11355
C -2.09955 1.48663 -2.77728
C 2.10080 4.81312 -3.50206
C -2.04202 -3.91438 -0.14382
C 1.53265 2.44920 -3.38623
C 3.46739 -2.35621 2.45214
C -1.50254 -3.80320 1.23016
C -1.20380 -4.97886 3.25433
C 4.10058 -0.32737 1.05450
C -1.22453 0.48531 -2.33310
C 1.55089 1.10469 -4.07978
C 1.01266 2.64503 -2.09067
C -0.42509 -1.94050 -2.39827
C 0.69221 -1.39974 5.70220
C 3.13449 -1.55982 1.14207
C -1.19231 -1.12741 7.16858
C 3.39448 -2.51468 -0.08091
C -3.23653 -0.13573 -4.19427
C -4.30802 -0.47265 -5.19934
C 2.05991 3.54178 -4.06585
C -2.36295 -1.11628 -3.73383
C -2.03016 2.92649 -2.32970
C 0.34922 -1.05361 7.14634
C 1.06017 3.90899 -1.50401
H -3.87649 -0.95046 -6.08080
H -1.38679 3.50702 -2.99466
H 3.80128 5.85509 -4.30181
H -3.02462 3.37613 -2.34123
H -0.41245 4.73093 -0.15833
H 1.24015 4.80467 0.44870
H -1.17257 -3.93426 -0.81187
H 2.03778 1.18583 -5.05164
H -3.09486 1.83512 1.98511
H -1.64144 -0.13599 7.20889
H -2.59296 -3.00459 -0.39413
H 2.46032 3.39285 -5.06509
H 0.72972 -0.07244 7.42880
H 0.37628 3.26784 0.44372
H -2.21569 -2.68271 5.97748
H -0.76081 -4.04327 3.59000
H -2.00429 -1.13191 5.13603
H 2.34537 6.01005 -5.27934
H -3.76570 1.92708 -4.04659
H -1.62297 3.01181 -1.32769
H -0.47161 -5.77977 3.28143
H 0.58518 -1.76514 -2.77736
H -0.76995 -2.89879 -2.79033
H 0.65255 -0.50657 5.06845
H -5.03659 -1.16698 -4.77364
H -4.84104 0.42257 -5.51969
H 0.78205 -1.79658 7.81601
H 1.62139 5.96110 -1.76322
H -2.46155 -2.13236 -4.10878
H -0.35499 -1.99972 -1.31268
H -2.93127 1.58969 0.22732
H -2.64640 -4.80856 -0.30394
H -2.05356 -5.24130 3.87764
H -1.65203 2.41937 1.12774
H 2.49443 6.91632 -3.76738
H 2.10139 0.36620 -3.49080
H -1.54910 -1.69347 8.02766
H 0.53900 0.72499 -4.23776
H 1.65767 -1.87874 5.57429
```

***

DFT (ωB97M-V/def2-TZVPD) results for a 5-piece molecular cluster, C18H37F9NO10P overall in a non-equilibrium geometry.

total charge = -2
relative energy (zero: lowest compared OMol25 entry of this formula, charge and spin) = 135.5 kcal per mole
E_HOMO = -2.070 eV

```
76
C18H37F9NO10P (ωB97M-V/def2-TZVPD)
P -3.74985 -4.65689 0.28646
F 1.93637 4.78991 -6.93156
F 3.51403 5.46682 -5.78119
F 2.44538 6.92767 -6.72638
F 8.49602 0.26712 -1.72449
F 7.90666 -0.49257 -3.67591
F -0.87741 5.42746 6.56507
F -0.66329 3.89709 8.01910
F -0.40459 3.46251 5.87297
F 7.43197 -1.60650 -1.91321
O 1.82459 5.98782 -3.48194
O 5.80630 0.89505 -0.97977
O 5.02738 -0.26264 -2.60609
O 0.45396 4.99821 -4.88880
O -5.03823 -4.89163 1.29575
O 2.12997 4.02764 7.93113
O -4.25085 -4.89241 -1.19912
O -2.77587 -5.88459 0.58548
O 2.07509 4.75057 5.82876
O -3.08060 -3.37921 0.48977
N 0.95866 2.12115 0.11853
C -3.41307 -5.12244 -2.30211
C 5.04254 -0.92251 -3.96780
C 3.70886 -1.70277 -4.03367
C 2.24012 4.56768 9.24977
C 1.36101 4.87128 7.04618
C 6.21104 0.49530 -2.24939
C -3.32310 -7.86264 1.93451
C 7.53273 -0.31147 -2.40226
C 1.35806 6.01079 -4.82439
C -5.97765 -3.87093 1.41675
C -4.20052 -5.59986 -3.57236
C 2.31114 5.81441 -6.02839
C -3.41817 -7.17838 0.58240
C -1.71033 3.93137 -5.35000
C -0.90192 5.28230 -5.32369
C 2.81838 3.59892 10.29227
C -0.14660 4.35827 6.85340
C -7.01888 -4.29814 2.50785
H -2.94951 -4.21837 -2.69692
H 1.25189 4.86356 9.60185
H -4.05080 -7.29683 2.51624
H -2.98593 -7.90032 -0.11048
H -4.45773 -7.08478 0.26830
H -2.38990 -7.99448 2.48211
H -1.34206 3.15057 -4.68454
H 4.96347 -0.20500 -4.78452
H -3.73657 -8.86781 1.85223
H -7.90241 -4.80247 2.11653
H 1.91922 1.99980 -0.16903
H 3.87967 -2.50189 -4.75502
H -6.43237 -3.61281 0.46035
H -5.41442 -3.00329 1.76038
H 2.88828 5.44403 9.24961
H -6.64960 -5.07548 3.17680
H 2.17628 2.73900 10.48293
H -2.74548 4.09191 -5.04869
H -4.68919 -4.86155 -4.20812
H 2.99126 -0.99384 -4.44667
H -2.70234 -5.90701 -2.04249
H -0.91964 5.65989 -6.34604
H -1.59398 3.39335 -6.29080
H 5.85831 -1.62307 -4.14626
H 3.14777 4.04558 11.23041
H 3.33023 -2.15376 -3.11643
H -4.87321 -6.42872 -3.35198
H 3.72875 3.07863 9.99458
H -1.41732 5.92313 -4.60830
H -3.54939 -6.19927 -4.20864
H 1.33071 5.87838 7.46205
H 0.45819 2.59139 -0.62208
H 0.80687 6.92396 -5.04888
H 0.99495 2.73395 0.92057
H 0.54829 1.20272 0.20898
H -7.41888 -3.36155 2.89631
H 6.30741 1.35837 -2.90810
```

***

DFT (ωB97M-V/def2-TZVPD) results for an isolated molecule of C3H7NOS in a non-equilibrium geometry.

relative energy (zero: lowest compared OMol25 entry of this formula, charge and spin) = 15.8 kcal per mole
SMILES string = O=CNCCS
E_HOMO = -9.468 eV

```
13
C3H7NOS (ωB97M-V/def2-TZVPD)
S 0.24434 -1.91809 -1.39843
O -2.42374 0.58676 1.88440
N -0.35514 -0.01086 1.18391
C 0.65166 -0.15316 -1.08817
C 0.84691 0.19543 0.38392
C -1.38789 0.85100 1.31704
H -0.00612 0.54100 -1.61530
H -0.31461 -1.63457 -2.57975
H 1.61865 -0.03003 -1.59537
H -1.18980 1.82274 0.85452
H 1.59054 -0.48163 0.78901
H 1.23625 1.21185 0.44196
H -0.51105 -0.98046 1.42226
```

***

DFT (ωB97M-V/def2-TZVPD) results for a 14-piece molecular cluster, C50H90N8O28 overall in a non-equilibrium geometry.

E_HOMO = -7.278 eV

```
176
C50H90N8O28 (ωB97M-V/def2-TZVPD)
O 11.01959 -5.29185 27.16212
O 10.32674 1.04716 27.26315
O 17.19291 -6.62163 26.97335
O 16.65595 -0.79397 22.83333
O 11.11194 -5.58927 21.90599
O 9.97090 2.64995 29.28567
O 5.95079 -3.14490 22.39537
O 9.62438 1.63675 16.34893
O 7.30273 4.95640 20.35906
O 14.35007 4.07369 29.26746
O 8.88926 2.66346 25.14630
O 4.32866 -3.57607 18.02052
O 6.26442 3.40316 24.86110
O 11.81405 2.70247 17.80377
O 8.38921 -4.18030 21.57513
O 6.39338 -6.06008 26.58067
O 11.14026 -4.38698 20.15195
O 9.97400 4.07954 20.84326
O 5.14497 -4.94966 31.30852
O 12.00424 -4.00492 25.01377
O 5.69728 -0.40245 24.21404
O 6.51322 -5.39993 17.63734
O 14.65714 2.56706 26.73579
O 11.93515 -1.17247 20.47201
O 5.58680 -4.98174 24.92921
O 6.44633 0.67867 22.37811
O 14.39760 -0.75690 29.19211
O 9.57122 -2.03090 19.23492
N 14.59000 0.32839 24.63888
N 13.83334 -6.42851 28.49728
N 6.59930 -6.61699 29.62307
N 5.61254 0.00523 23.04055
N 5.63120 -5.96699 25.64049
N 11.06754 -6.72543 24.49186
N 12.07367 -2.96484 30.89428
N 9.52158 -1.97801 24.45912
C 6.49819 -4.61797 18.55546
C 12.14855 3.48435 29.17597
C 11.25460 1.73429 27.64805
C 5.29456 -3.86234 18.98838
C 8.47101 3.19053 23.96607
C 7.59517 -4.55477 19.47115
C 14.97377 -4.78744 27.26332
C 9.32109 3.19476 22.92537
C 11.71368 -4.96521 21.05699
C 10.14752 0.98618 17.24789
C 16.15240 -6.96083 27.85778
C 9.55543 -0.27768 17.74538
C 7.07252 -5.38732 30.12335
C 13.53955 2.55470 27.44000
C 4.41055 -0.42665 22.29284
C 11.36228 -0.53442 19.55442
C 11.35573 1.44127 18.05663
C 14.32705 0.22962 23.18868
C 11.94751 0.64317 18.95744
C 14.86890 -0.62057 27.85362
C 13.21895 -4.86280 21.10487
C 13.39841 1.38173 22.73587
C 18.61178 -6.98622 27.23173
C 5.22957 -3.29643 20.24532
C 13.72665 -1.64673 32.01731
C 15.97680 -2.02738 22.89663
C 12.97893 -1.91420 30.74332
C 6.20091 -3.53448 21.27234
C 15.67505 0.24863 22.40023
C 7.38083 -4.24731 20.76556
C 7.07985 3.61054 23.93144
C 4.71870 -3.63964 31.71092
C 4.48034 -6.94738 25.57543
C 12.49763 1.82276 26.99328
C 6.52631 -5.15250 31.51473
C 8.77302 -3.29419 24.79151
C 9.07185 3.87754 21.68382
C 10.14654 -0.95379 18.78517
C 7.63193 4.36675 21.54761
C 8.85066 -0.64316 24.75247
C 9.76250 -1.96730 22.89117
C 10.31539 -4.61345 28.16650
C 13.46846 3.48148 28.68851
C 11.18531 2.67963 28.71370
C 12.02782 -2.66637 24.72866
C 10.87448 -1.95889 25.29957
C 14.85485 -6.26393 27.45058
C 6.69598 -4.25974 29.18062
C 6.72816 4.20161 22.60074
C 13.94948 -2.06708 29.52885
H 11.71632 -4.08655 25.92594
H 5.33413 -3.03433 31.04538
H 8.78326 -1.88802 22.41906
H 4.46278 -4.06642 17.20617
H 8.15228 -5.49268 30.22879
H 9.45189 1.90345 28.97750
H 9.36272 -4.24672 27.78438
H 16.64562 -2.87888 22.77122
H 15.16241 0.42887 27.82851
H 14.68352 -2.16806 31.99038
H 8.28904 -0.38254 23.85539
H 13.83771 2.31469 23.08897
H 11.47721 -3.03100 30.08191
H 8.72144 -3.35717 25.87847
H 10.45589 -1.13859 22.74784
H 14.23691 -0.89215 27.00808
H 3.66709 -3.48512 31.46934
H 13.55769 -5.66946 20.45475
H 6.62724 -5.99688 32.19659
H 4.07185 -6.93854 26.58595
H 7.17154 -3.35306 29.55463
H 13.17208 1.47032 21.67331
H 13.83494 -7.42547 28.65902
H 14.65019 -2.86026 29.78953
H 4.61875 -7.92878 25.12177
H 4.96245 -3.21835 32.68621
H 16.18549 1.21088 22.36001
H 14.00279 -4.33182 27.06914
H 12.98300 -6.23576 27.98752
H 5.61385 -6.78559 29.76643
H 10.19975 -2.52604 19.76537
H 13.72072 -5.07131 22.04978
H 13.61978 -0.59912 23.22121
H 8.11791 2.63046 25.71684
H 7.20152 -4.35759 28.21992
H 7.84071 -3.14058 24.24809
H 16.08413 -8.04856 27.87461
H 15.31979 -2.20381 23.74829
H 15.61591 -4.42657 26.45987
H 15.44349 -0.15474 24.88020
H 8.74114 -0.74609 17.21253
H 3.91646 -1.32393 22.66549
H 11.70507 -7.42005 24.12971
H 11.91933 4.18271 29.96726
H 10.35570 2.91897 23.06658
H 16.26790 -6.62439 28.88810
H 11.98465 -2.64293 23.63977
H 12.65225 1.22077 26.11005
H 13.54790 -3.89812 20.71848
H 8.57902 -4.80420 19.10206
H 15.37387 3.10207 27.08458
H 5.72294 4.58183 22.49417
H 9.18426 -4.37248 21.07257
H 12.62538 -3.80981 30.93599
H 13.10544 -1.79297 32.90095
H 12.44131 -0.99579 30.50754
H 15.40382 0.17701 21.34695
H 11.18030 -0.91319 25.26665
H 13.04331 -2.33739 24.94922
H 11.20221 -5.88106 23.95427
H 4.31797 -2.75482 20.45038
H 9.55740 0.17449 24.89413
H 18.67093 -7.92934 27.77499
H 10.54281 -2.12836 26.32396
H 12.47896 1.20990 23.29551
H 15.42499 -2.27138 21.98885
H 10.08036 -5.30855 28.97253
H 18.97889 -6.20876 27.90172
H 10.93983 -3.76437 28.44444
H 9.21453 -4.08056 24.17931
H 10.30471 -2.83614 22.51802
H 11.24739 -6.54430 25.46907
H 3.79174 -6.54814 24.83075
H 12.73006 0.99988 19.61073
H 19.27415 -7.00755 26.36633
H 7.03395 -4.26681 31.89678
H 6.57288 -6.62109 28.61342
H 14.90360 1.28392 24.73222
H 5.62987 -4.03287 29.17392
H 10.14339 -7.13274 24.50448
H 14.01107 -0.59469 32.03795
H 3.61820 0.32134 22.32092
H 12.52745 2.91575 18.40971
H 15.50939 -4.30076 28.07840
H 8.01315 4.81556 19.72894
H 13.31030 -2.43568 28.72655
H 15.75810 -1.19623 27.59663
H 14.49707 -6.78141 26.56047
H 8.26665 -0.78972 25.66108
H 4.60443 -0.55800 21.22829
```

***

DFT (ωB97M-V/def2-TZVPD) results for C5H5OYb as an isolated structure in a non-equilibrium geometry.

total charge = +1
relative energy (zero: lowest compared OMol25 entry of this formula, charge and spin) = 0.0 kcal per mole
E_HOMO = -12.287 eV

```
12
C5H5OYb (ωB97M-V/def2-TZVPD)
Yb 0.41150 -0.75274 -0.24686
O 2.05643 0.61410 -1.13438
C -0.23545 2.94023 -0.26248
C 1.64266 1.73000 -0.73282
C -0.84053 -2.94801 0.38991
C 0.35600 1.75433 -0.04106
C -1.48239 -3.99015 0.75523
H 0.29001 3.89727 -0.38212
H -1.01251 3.03477 0.56054
H -1.07321 -4.99755 0.59389
H -2.45106 -3.87330 1.26510
H 2.33857 2.59106 -0.76495
```

***

- Number 6 is which compound?
  C5H5OYb

***

Copy entry 3 word for word.
DFT (ωB97M-V/def2-TZVPD) results for a 5-piece molecular cluster, C18H37F9NO10P overall in a non-equilibrium geometry.

total charge = -2
relative energy (zero: lowest compared OMol25 entry of this formula, charge and spin) = 135.5 kcal per mole
E_HOMO = -2.070 eV

```
76
C18H37F9NO10P (ωB97M-V/def2-TZVPD)
P -3.74985 -4.65689 0.28646
F 1.93637 4.78991 -6.93156
F 3.51403 5.46682 -5.78119
F 2.44538 6.92767 -6.72638
F 8.49602 0.26712 -1.72449
F 7.90666 -0.49257 -3.67591
F -0.87741 5.42746 6.56507
F -0.66329 3.89709 8.01910
F -0.40459 3.46251 5.87297
F 7.43197 -1.60650 -1.91321
O 1.82459 5.98782 -3.48194
O 5.80630 0.89505 -0.97977
O 5.02738 -0.26264 -2.60609
O 0.45396 4.99821 -4.88880
O -5.03823 -4.89163 1.29575
O 2.12997 4.02764 7.93113
O -4.25085 -4.89241 -1.19912
O -2.77587 -5.88459 0.58548
O 2.07509 4.75057 5.82876
O -3.08060 -3.37921 0.48977
N 0.95866 2.12115 0.11853
C -3.41307 -5.12244 -2.30211
C 5.04254 -0.92251 -3.96780
C 3.70886 -1.70277 -4.03367
C 2.24012 4.56768 9.24977
C 1.36101 4.87128 7.04618
C 6.21104 0.49530 -2.24939
C -3.32310 -7.86264 1.93451
C 7.53273 -0.31147 -2.40226
C 1.35806 6.01079 -4.82439
C -5.97765 -3.87093 1.41675
C -4.20052 -5.59986 -3.57236
C 2.31114 5.81441 -6.02839
C -3.41817 -7.17838 0.58240
C -1.71033 3.93137 -5.35000
C -0.90192 5.28230 -5.32369
C 2.81838 3.59892 10.29227
C -0.14660 4.35827 6.85340
C -7.01888 -4.29814 2.50785
H -2.94951 -4.21837 -2.69692
H 1.25189 4.86356 9.60185
H -4.05080 -7.29683 2.51624
H -2.98593 -7.90032 -0.11048
H -4.45773 -7.08478 0.26830
H -2.38990 -7.99448 2.48211
H -1.34206 3.15057 -4.68454
H 4.96347 -0.20500 -4.78452
H -3.73657 -8.86781 1.85223
H -7.90241 -4.80247 2.11653
H 1.91922 1.99980 -0.16903
H 3.87967 -2.50189 -4.75502
H -6.43237 -3.61281 0.46035
H -5.41442 -3.00329 1.76038
H 2.88828 5.44403 9.24961
H -6.64960 -5.07548 3.17680
H 2.17628 2.73900 10.48293
H -2.74548 4.09191 -5.04869
H -4.68919 -4.86155 -4.20812
H 2.99126 -0.99384 -4.44667
H -2.70234 -5.90701 -2.04249
H -0.91964 5.65989 -6.34604
H -1.59398 3.39335 -6.29080
H 5.85831 -1.62307 -4.14626
H 3.14777 4.04558 11.23041
H 3.33023 -2.15376 -3.11643
H -4.87321 -6.42872 -3.35198
H 3.72875 3.07863 9.99458
H -1.41732 5.92313 -4.60830
H -3.54939 -6.19927 -4.20864
H 1.33071 5.87838 7.46205
H 0.45819 2.59139 -0.62208
H 0.80687 6.92396 -5.04888
H 0.99495 2.73395 0.92057
H 0.54829 1.20272 0.20898
H -7.41888 -3.36155 2.89631
H 6.30741 1.35837 -2.90810
```

***

- What is the formula in the first record?
  CH4NO3